Record 1
Computed, not measured: 2 unconnected molecules or ions with the total composition C4H10NO4 in a non-equilibrium geometry, with ωB97M-V/def2-TZVPD.

Output
Total charge ... +1
HOMO energy ... -14.5 eV
Frontier orbital gap ... 11.02 eV

Last column: Mulliken charge in e.
Cartesian coordinates (Å):
O1 -1.7479 1.3678 0.6682  -0.470
C1 -0.6258 1.2458 1.0800  -0.111
C2 0.0101 -0.1489 1.0040  0.052
C3 1.1821 -0.3337 0.0108  -0.640
C4 1.7859 0.9477 -0.5332  0.422
O2 2.1903 1.7074 0.5252  -0.437
O3 1.8255 1.3008 -1.6652  -0.480
N1 -1.0993 -1.1062 0.6756  -0.264
H1 -0.0448 2.0557 1.5292  0.443
H2 0.3526 -0.4467 1.9941  0.440
H3 0.8752 -0.9364 -0.8456  0.350
H4 1.9368 -0.8844 0.5257  0.383
H5 2.7964 2.4133 0.2560  0.347
H6 -0.8255 -2.0312 0.9984  0.393
H7 -1.9924 -0.8295 1.0877  0.385
H8 -1.2233 -1.1361 -0.3602  0.239
H9 -2.4618 -0.6279 -2.0997  0.294
H10 -1.3573 -1.5607 -2.7965  0.299
O4 -1.5769 -0.9968 -2.0547  -0.645

Atoms 1-2, force components in eV/Å:
O -0.009 0.264 0.146
C -0.328 -0.523 -0.285

***

Record 2
Computed, not measured: C4H10NOP in the gas phase in a non-equilibrium geometry, with ωB97M-V/def2-TZVPD.

Output
HOMO energy ... -8.1 eV
Frontier orbital gap ... 8.97 eV

Last column: Mulliken charge in e.
Cartesian coordinates (Å):
C1 -0.1069 -2.3071 0.0475  -0.528
C2 -1.1866 1.6832 0.0906  -1.025
C3 1.0540 -0.2799 1.6197  -0.929
C4 -0.4990 1.0485 -1.1204  -0.269
N1 0.7131 -1.7343 -0.7135  -0.099
O1 0.9620 0.8657 -0.9609  -0.312
P1 1.6252 -0.3271 -0.1110  0.068
H1 -0.5465 -3.1359 -0.4311  0.151
H2 -2.1929 1.4788 -0.1043  0.335
H3 -0.8044 2.7103 0.0333  0.285
H4 -0.8692 1.3329 0.9488  0.287
H5 0.1779 -0.9389 1.6051  0.412
H6 1.7611 -0.8960 2.1822  0.349
H7 0.7069 0.7222 2.0513  0.347
H8 -0.6802 1.5864 -1.9885  0.413
H9 -0.9232 0.0187 -1.3142  0.227
H10 0.8087 -1.8274 -1.8347  0.287

Atoms 1-2, force components in eV/Å:
C -0.931 -1.287 1.731
C 1.478 2.073 -5.042

***

Record 3
Computed, not measured: C4H10NOP in the gas phase in a non-equilibrium geometry, with ωB97M-V/def2-TZVPD.

Output
SMILES ... [H]/N=C/[P@](=C)(C)OC
HOMO energy (spin up / spin down) ... -7.0 / -7.0 eV
Frontier orbital gap (spin up / spin down) ... 7.22 / 7.22 eV

Last column: Mulliken charge in e.
Cartesian coordinates (Å):
C1 -1.9772 -0.6563 1.2464  -0.996
C2 0.5915 -1.3736 -0.4408  0.193
C3 1.5202 1.4463 0.6765  -0.763
C4 -1.2793 0.5862 -1.2185  -1.256
N1 1.7634 -1.5466 0.0047  -0.538
O1 0.1461 1.0262 0.9838  -0.382
P1 -0.4900 -0.2058 0.2191  0.668
H1 -2.6035 -1.2530 0.5317  0.229
H2 -1.7073 -0.9312 2.3104  0.254
H3 0.0958 -1.7721 -1.3897  0.271
H4 1.8559 2.1151 1.3502  0.337
H5 1.5699 2.0697 -0.2691  0.266
H6 2.2715 0.6930 0.5385  0.324
H7 -0.4643 1.0632 -1.6844  0.404
H8 -1.7386 -0.2190 -1.8399  0.409
H9 -1.8578 1.2987 -0.7379  0.361
H10 2.3035 -2.3408 -0.2809  0.218

Atoms 1-2, force components in eV/Å:
C 3.075 0.353 -1.524
C 1.523 -0.502 -1.987

***

Record 4
Computed, not measured: a gas-phase ion, C4H10NOS (charge -1) in a non-equilibrium geometry, with ωB97M-V/def2-TZVPD.

Output
SMILES ... [O-]CNCCCS
Total charge ... -1
HOMO energy ... -2.9 eV
Frontier orbital gap ... 5.94 eV

Last column: Mulliken charge in e.
Cartesian coordinates (Å):
C1 -0.2459 -1.6196 0.2049  -0.775
N1 0.4017 -1.3506 -1.1818  -0.424
C2 -0.8205 -0.8235 -2.0368  -0.480
O1 -2.0363 -0.9760 -1.6592  -0.750
C3 -0.5480 -0.2988 0.7408  -0.394
C4 0.8094 0.5059 0.6604  -0.532
S1 1.0273 2.1580 1.5681  -0.386
H1 0.5408 -1.9594 0.8403  0.468
H2 -1.1498 -2.2804 0.1033  0.267
H3 0.8124 -2.2376 -1.5490  0.249
H4 -0.5145 -1.2179 -3.2149  0.237
H5 -0.3961 0.2358 -1.9335  0.137
H6 -1.2123 0.3516 0.1011  0.346
H7 -0.7913 -0.3275 1.8600  0.324
H8 1.5433 -0.1435 1.1298  0.340
H9 0.9000 0.9169 -0.4049  0.268
H10 2.1396 2.8126 2.1088  0.104

Atoms 1-2, force components in eV/Å:
C 0.573 -0.735 -2.945
N -1.247 -2.446 1.277